[1]
{"formula": "C26H43CoN3O3P", "method": "wB97M-V/def2-TZVPD", "lumo_energy_ev": [-5.906, -6.073], "relative_energy_kcal_mol": 4.9, "e_homo_ev": [-9.82, -13.60], "largest_force_ev_per_a": 2.9, "charge": 2, "multiplicity": 5, "elements": ["C", "N", "C", "C", "C", "C", "Co", "C", "O", "C", "N", "C", "C", "C", "P", "C", "C", "C", "C", "C", "C", "C", "C", "C", "C", "H", "H", "H", "H", "H", "H", "H", "H", "H", "H", "H", "H", "H", "H", "H", "H", "H", "H", "H", "H", "H", "H", "H", "H", "H", "H", "H", "H", "H", "H", "H", "H", "H", "H", "C", "H", "H", "H", "O", "H", "O", "N", "C", "C", "C", "C", "C", "H", "H", "H", "H", "H"], "xyz": [[-0.103945, -1.090379, -1.337751], [0.368940, -1.955357, -0.401869], [0.089992, -3.282258, -0.486462], [-0.401407, -3.818099, -1.670468], [-0.587620, -2.971534, -2.761624], [-0.408862, -1.592575, -2.596794], [1.642768, -1.625200, 0.912403], [-2.434659, 2.012641, -0.481022], [-3.121256, 3.023460, -0.399678], [0.373020, -4.070610, 0.752958], [0.766878, -3.151180, 1.863468], [1.661516, -3.796787, 2.865419], [2.997186, -4.198501, 2.270368], [-0.275177, 0.324923, -0.846099], [-1.127360, 1.682821, -1.777354], [-2.126583, 1.508276, -3.327996], [-1.206574, 1.407959, -4.554521], [-0.027815, 3.163621, -1.619456], [-0.766647, 4.423238, -2.102603], [0.330401, 3.377209, -0.132318], [1.248886, 2.946613, -2.445129], [-3.035420, 0.268550, -3.192591], [-3.059301, 2.728600, -3.505893], [-0.435209, -2.546154, 2.557316], [-1.405467, -3.567231, 3.122696], [-0.596419, -4.889683, -1.710327], [-0.889343, -3.366081, -3.730404], [-0.500579, -0.909157, -3.438217], [0.690037, 0.722924, -0.484742], [0.885635, 4.324019, -0.058069], [-0.575140, 3.468218, 0.483529], [0.972057, 2.583872, 0.270251], [1.886150, 3.836575, -2.334731], [1.820361, 2.076296, -2.095164], [1.034076, 2.818290, -3.514531], [-0.172468, 5.299538, -1.803655], [-0.864444, 4.453571, -3.195239], [-1.754889, 4.501547, -1.629256], [-1.826003, 1.140170, -5.423424], [-0.722026, 2.370389, -4.771697], [-0.421811, 0.649346, -4.449710], [-2.476499, -0.671137, -3.219590], [-3.623211, 0.301945, -2.264060], [-3.735010, 0.271506, -4.042236], [-2.523632, 3.609664, -3.873575], [-3.815784, 2.461277, -4.258667], [-3.571798, 2.986405, -2.572830], [-0.511820, -4.658133, 1.047002], [1.181826, -4.789006, 0.564158], [1.807378, -3.068312, 3.675997], [1.136252, -4.665352, 3.288264], [-0.935880, -1.884189, 1.838770], [-0.022723, -1.914011, 3.356736], [-0.897309, -4.349014, 3.698239], [-2.093293, -3.048772, 3.798594], [-2.009570, -4.031283, 2.336271], [3.603387, -4.631269, 3.073005], [2.887731, -4.957588, 1.489359], [3.539881, -3.339699, 1.854089], [-3.655360, 1.236997, 1.362594], [-3.676598, 0.346008, 1.986981], [-4.597967, 1.354939, 0.820932], [-3.439527, 2.132933, 1.953386], [-2.587493, 0.995820, 0.417691], [-1.038989, 0.325805, 0.074481], [3.058716, -0.541405, 1.268800], [3.298347, 0.195795, 2.390977], [2.273081, 0.713025, 3.121490], [2.578564, 1.522252, 4.206390], [3.910906, 1.805721, 4.514229], [4.930237, 1.262061, 3.726210], [4.604993, 0.448027, 2.652378], [1.247813, 0.476680, 2.821644], [1.761230, 1.925302, 4.802235], [4.151266, 2.446959, 5.358375], [5.981083, 1.451907, 3.922017], [5.338267, -0.003737, 1.990015]], "forces_ev_per_angstrom": [[-0.744, 0.784, -2.299], [0.143, 0.576, 1.135], [-1.258, -1.223, -1.905], [0.520, -0.279, 2.176], [0.086, 0.478, -1.403], [0.093, 0.265, 0.617], [0.210, -0.449, -0.241], [-1.967, 1.161, 1.209], [1.476, -1.629, -0.508], [-0.041, -0.481, 0.293], [-0.190, -0.094, 0.707], [-0.326, -0.173, -0.065], [0.065, -0.210, 0.188], [-0.963, -0.401, 0.950], [0.144, 0.060, 1.141], [-0.200, -0.179, -0.554], [0.189, -0.004, -0.153], [0.078, 0.373, -0.175], [-0.062, 0.202, -0.015], [-0.068, -0.085, 0.035], [0.110, -0.114, -0.077], [0.058, -0.245, 0.083], [0.010, 0.279, 0.134], [0.370, -0.124, -0.229], [-0.260, 0.033, 0.132], [-0.062, 0.291, -0.111], [0.177, 0.075, 0.250], [-0.280, -0.346, 0.282], [-0.218, 0.156, -0.198], [-0.169, -0.289, -0.022], [0.288, 0.053, -0.056], [-0.145, 0.169, -0.069], [-0.173, -0.250, -0.033], [-0.077, 0.162, -0.099], [0.098, 0.055, 0.307], [-0.156, -0.246, -0.103], [0.035, -0.018, 0.355], [0.290, 0.130, -0.250], [0.188, 0.084, 0.240], [-0.177, -0.269, 0.039], [-0.182, 0.201, -0.121], [-0.272, 0.255, 0.091], [0.037, -0.037, -0.250], [0.212, 0.042, 0.297], [-0.218, -0.272, 0.113], [0.278, 0.017, 0.236], [-0.019, 0.017, -0.407], [0.374, 0.138, -0.078], [-0.188, 0.267, 0.171], [-0.052, -0.189, -0.163], [0.310, 0.122, -0.024], [0.059, -0.207, 0.095], [-0.109, -0.155, -0.098], [-0.183, 0.181, -0.097], [0.067, -0.155, -0.083], [0.107, 0.053, 0.208], [0.024, 0.070, -0.232], [0.154, 0.141, 0.202], [-0.049, -0.116, 0.077], [-0.213, -0.115, 0.245], [-0.045, 0.118, -0.031], [0.172, 0.031, 0.179], [-0.097, -0.206, -0.166], [-0.314, 1.094, -0.764], [2.280, -0.477, -1.785], [0.487, 1.057, 1.296], [0.126, 0.111, -0.521], [0.786, 0.032, 0.087], [-0.018, -0.128, -0.119], [0.100, -0.167, -0.222], [-0.306, -0.071, -0.007], [-0.587, 0.251, 0.426], [0.536, -0.032, -0.044], [0.240, -0.077, -0.156], [-0.040, -0.132, -0.161], [-0.211, 0.029, 0.045], [-0.340, 0.030, 0.055]], "lowdin_charge": [-0.327, -0.085, -0.271, -0.030, -0.081, -0.068, 0.909, -0.515, 0.077, -0.095, -0.269, -0.226, -0.066, -0.178, 1.251, -0.615, -0.061, -0.634, -0.063, -0.062, -0.057, -0.050, -0.057, -0.222, -0.061, 0.125, 0.110, 0.077, 0.062, 0.106, 0.091, 0.068, 0.108, 0.086, 0.078, 0.106, 0.083, 0.084, 0.113, 0.083, 0.073, 0.063, 0.095, 0.109, 0.076, 0.110, 0.078, 0.133, 0.127, 0.126, 0.126, 0.108, 0.110, 0.083, 0.092, 0.084, 0.097, 0.079, 0.065, 0.000, 0.100, 0.112, 0.108, -0.143, 0.119, -0.224, -0.142, 0.000, -0.010, -0.004, 0.007, 0.035, 0.131, 0.130, 0.132, 0.133, 0.157]}

=====

[2]
{"formula": "C2H9NS", "method": "wB97M-V/def2-TZVPD", "lumo_energy_ev": 0.829, "relative_energy_kcal_mol": 8.3, "e_homo_ev": -8.52, "largest_force_ev_per_a": 1.5, "charge": 0, "elements": ["S", "H", "C", "C", "N", "H", "H", "H", "H", "H", "H", "H", "H"], "xyz": [[1.547407, -1.900341, -1.524724], [2.036625, -1.864632, -0.291926], [0.043554, 0.231428, 1.353006], [-0.942424, 0.384827, 0.212530], [-0.272484, 0.544834, -1.082067], [-0.485385, 0.252416, 2.305292], [0.626689, -0.685808, 1.326581], [0.743897, 1.071488, 1.376814], [-1.573689, -0.503583, 0.135681], [-1.604707, 1.219911, 0.462288], [0.204571, 1.439112, -1.116025], [-0.936733, 0.576712, -1.843705], [0.612681, -0.766363, -1.313745]], "forces_ev_per_angstrom": [[-0.752, 0.515, -0.263], [0.095, 0.060, 0.310], [0.228, 0.210, 0.250], [-0.342, -0.221, 0.178], [-0.288, 0.609, 0.129], [-0.085, -0.040, 0.005], [-0.039, -0.069, -0.220], [-0.003, -0.024, -0.069], [0.048, 0.005, 0.054], [-0.030, 0.054, -0.214], [0.275, -0.069, 0.044], [-0.222, -0.117, -0.040], [1.117, -0.912, -0.165]], "lowdin_charge": [0.350, -0.283, -0.106, -0.321, -0.064, 0.073, 0.052, 0.076, 0.113, 0.104, 0.098, 0.094, -0.185]}